C49H107IO13PSSi3 as an isolated structure, computed with wB97M-V/def2-TZVPD.

E (Eh): -4815.18098
Charge: -1
Highest occupied orbital energy (eV): -4.6
Kohn-Sham gap (eV): 6.255

Last column: Löwdin charge in e.
Cartesian coordinates (Å):
C -2.7589 -0.8301 -6.2274  -0.111
C -3.6687 0.3301 -5.8258  -0.263
C -3.0114 1.6903 -5.9859  -0.271
C -3.6944 2.7908 -5.1713  -0.219
Si -3.1547 2.7766 -3.3646  0.563
O -1.7808 1.8347 -3.3439  -0.286
Si -1.0151 1.3034 -1.9499  0.429
C 0.7243 0.8545 -2.5622  -0.238
C 1.9141 0.8950 -1.5927  -0.249
C 1.9468 -0.2297 -0.5403  -0.191
C 1.5182 0.1819 0.8756  -0.217
C 2.2978 -0.4851 2.0148  -0.191
C 1.4364 -1.3799 2.9093  -0.204
C 0.2284 -0.6545 3.5136  -0.243
C 0.3565 -0.3188 5.0248  -0.234
Si 0.1454 1.5371 5.2935  0.579
C -1.2814 2.2068 4.2625  -0.168
C -0.2413 1.9525 7.0796  -0.168
C 1.7181 2.3735 4.6533  -0.236
C 1.6967 3.5789 3.9371  -0.089
C 2.8800 4.1363 3.4509  -0.086
C 4.1109 3.5135 3.6645  -0.091
C 4.1545 2.3205 4.3866  -0.094
C 2.9678 1.7650 4.8697  -0.115
C -1.8402 -0.2643 -1.2928  -0.290
C -1.8269 -1.3655 -2.3956  -0.776
C -0.6797 -2.3690 -2.2417  -0.186
I -3.6751 -2.4794 -2.3660  0.952
P -0.6847 2.7904 -0.3077  0.767
O -0.0430 4.1062 -1.0703  -0.327
O -2.1718 3.1644 0.2676  -0.330
C -2.9082 4.6004 -2.8460  -0.810
O -3.7549 5.1477 -2.1261  -0.072
O -1.9010 5.0579 -3.3847  -0.059
S -4.8840 1.8711 -2.2827  0.523
C -6.2644 2.8573 -2.8580  -0.173
O -5.0959 0.5097 -2.7660  -0.472
O -4.8350 2.0293 -0.8445  -0.381
H -1.7667 -0.7195 -5.7965  0.050
H -3.1681 -1.7442 -5.7976  0.057
H -2.7105 -0.9723 -7.3039  0.068
H -4.5803 0.2571 -6.4177  0.107
H -3.9669 0.1519 -4.7922  0.069
H -1.9510 1.6372 -5.7574  0.091
H -3.0745 1.9670 -7.0422  0.107
H -3.3899 3.7591 -5.5648  0.081
H -4.7775 2.7585 -5.2785  0.071
H 0.7045 -0.0887 -3.1009  0.053
H 0.9070 1.6297 -3.3110  0.081
H 2.8046 0.7363 -2.2038  0.098
H 2.0458 1.8739 -1.1413  0.088
H 1.3261 -1.0400 -0.9184  0.083
H 2.9573 -0.6293 -0.4847  0.098
H 0.4510 0.0087 0.9825  0.076
H 1.6527 1.2552 0.9442  0.075
H 2.6724 0.3135 2.6554  0.085
H 3.1769 -1.0181 1.6576  0.103
H 2.0499 -1.8542 3.6732  0.101
H 1.0570 -2.1883 2.2803  0.105
H -0.0269 0.2306 2.9419  0.064
H -0.6265 -1.3196 3.4166  0.105
H -0.4045 -0.8180 5.6210  0.070
H 1.3377 -0.6411 5.3639  0.055
H -1.1047 2.0916 3.1969  0.015
H -1.4343 3.2634 4.4744  0.031
H -2.1900 1.6725 4.5343  0.039
H 0.4660 1.5330 7.7905  0.018
H -0.3651 3.0193 7.2433  0.029
H -1.2088 1.4990 7.3001  0.030
H 0.7590 4.0750 3.7399  0.089
H 2.8514 5.0524 2.8786  0.096
H 5.0281 3.9277 3.2786  0.094
H 5.0928 1.8158 4.5546  0.095
H 3.0395 0.8365 5.4185  0.092
H -1.2721 -0.6472 -0.4470  0.062
H -2.8705 -0.0868 -0.9979  0.035
H -1.7490 -0.8627 -3.3542  0.042
H -0.3744 -2.4779 -1.2067  0.067
H -1.0194 -3.3517 -2.5509  0.024
H 0.1623 -2.1409 -2.8873  0.065
H 0.0589 4.8140 -0.4294  0.039
H -2.1261 3.8408 0.9476  0.044
H -6.6803 2.4490 -3.7687  0.051
H -6.9588 2.8927 -2.0268  0.061
H -5.8804 3.8659 -3.0109  0.050
C 0.5614 -0.8753 -7.6104  -0.081
C 1.5399 -0.6092 -6.4789  -0.268
O 2.2826 -1.7497 -6.0813  -0.158
C 3.0961 -2.3290 -7.0806  -0.286
C 4.1727 -1.4004 -7.6172  -0.076
H -0.0895 -1.7140 -7.3622  0.076
H -0.0554 0.0060 -7.7860  0.077
H 1.0742 -1.1158 -8.5447  0.063
H 0.9906 -0.2972 -5.5897  0.104
H 2.2124 0.2166 -6.7368  0.111
H 2.4774 -2.7185 -7.8982  0.096
H 3.5733 -3.1910 -6.6124  0.117
H 3.7474 -0.5581 -8.1648  0.066
H 4.8285 -1.9425 -8.2995  0.073
H 4.7686 -0.9958 -6.7979  0.081
C 3.8838 -6.4215 -12.3623  -0.082
C 4.2418 -5.8090 -11.0181  -0.286
O 3.5059 -4.6437 -10.7031  -0.164
C 2.1018 -4.8057 -10.6094  -0.282
C 1.6686 -5.7799 -9.5271  -0.077
H 3.9541 -5.6738 -13.1533  0.081
H 4.5631 -7.2429 -12.5928  0.074
H 2.8682 -6.8200 -12.3702  0.065
H 5.2860 -5.4955 -11.0294  0.117
H 4.1452 -6.5529 -10.2188  0.107
H 1.6823 -5.0915 -11.5809  0.107
H 1.7068 -3.8164 -10.3771  0.112
H 1.9757 -6.8025 -9.7538  0.065
H 0.5834 -5.7752 -9.4247  0.079
H 2.1139 -5.5047 -8.5701  0.077
C -0.5409 -1.1333 12.4614  -0.078
C -0.1617 -1.2234 10.9921  -0.280
O 0.4645 -0.0601 10.4868  -0.165
C 1.6821 0.3037 11.1077  -0.281
C 2.7689 -0.7503 10.9915  -0.076
H -1.1399 -0.2406 12.6469  0.081
H -1.1187 -2.0114 12.7530  0.074
H 0.3389 -1.0867 13.1062  0.059
H -1.0623 -1.3483 10.3906  0.118
H 0.4629 -2.1060 10.8116  0.108
H 1.5139 0.5654 12.1590  0.108
H 2.0026 1.2167 10.6047  0.117
H 2.5131 -1.6513 11.5515  0.059
H 3.7084 -0.3678 11.3921  0.075
H 2.9211 -1.0344 9.9491  0.081
C 1.8071 -3.6375 16.4701  -0.079
C 2.2201 -3.7513 15.0122  -0.282
O 2.8632 -2.5973 14.5057  -0.174
C 4.0721 -2.2282 15.1411  -0.282
C 5.1631 -3.2818 15.0495  -0.079
H 1.2090 -2.7392 16.6281  0.082
H 1.2186 -4.5077 16.7617  0.076
H 2.6706 -3.5841 17.1351  0.066
H 1.3315 -3.8797 14.3935  0.116
H 2.8436 -4.6390 14.8559  0.108
H 3.8889 -1.9521 16.1860  0.108
H 4.4000 -1.3226 14.6303  0.117
H 4.9094 -4.1814 15.6126  0.066
H 6.0970 -2.8906 15.4537  0.076
H 5.3242 -3.5739 14.0111  0.082
C 1.0785 6.2819 -3.8015  -0.079
C 2.5134 6.4483 -3.3395  -0.277
O 3.1206 7.6751 -3.7327  -0.168
C 2.4870 8.8431 -3.2557  -0.294
C 2.4465 8.9502 -1.7396  -0.085
H 1.0015 6.4330 -4.8797  0.084
H 0.7087 5.2866 -3.5599  0.059
H 0.4064 6.9922 -3.3201  0.070
H 3.1358 5.6693 -3.7815  0.114
H 2.5828 6.3237 -2.2522  0.102
H 1.4767 8.9302 -3.6709  0.108
H 3.0677 9.6738 -3.6610  0.113
H 1.8104 8.1824 -1.2977  0.063
H 2.0493 9.9216 -1.4416  0.072
H 3.4483 8.8355 -1.3219  0.077
C -8.9494 -4.2764 -6.2095  -0.086
C -7.4622 -4.2411 -5.8934  -0.291
O -6.8728 -2.9681 -6.0432  -0.160
C -7.3955 -1.9439 -5.2106  -0.268
C -7.2474 -2.2162 -3.7254  -0.091
H -9.1393 -3.8581 -7.1992  0.078
H -9.3144 -5.3043 -6.1854  0.072
H -9.5311 -3.7012 -5.4877  0.064
H -6.9291 -4.8900 -6.5896  0.115
H -7.2747 -4.6364 -4.8881  0.108
H -8.4441 -1.7444 -5.4652  0.105
H -6.8322 -1.0473 -5.4696  0.112
H -7.8572 -3.0647 -3.4034  0.067
H -7.5573 -1.3444 -3.1499  0.079
H -6.2070 -2.4336 -3.4842  -0.034


A 4-piece molecular cluster, C49H109O3P3 overall, computed with wB97M-V/def2-TZVPD.

E (Eh): -3181.78756
Charge: +2
Highest occupied orbital energy (eV): -13.4
Kohn-Sham gap (eV): 10.011

Last column: Löwdin charge in e.
Cartesian coordinates (Å):
C -5.2445 -2.5544 -22.3988  -0.093
C -4.1895 -1.5714 -21.9116  -0.248
C -4.4283 -1.2568 -20.4396  -0.243
C -3.6107 -0.0546 -19.9879  -0.265
P -3.7467 0.5126 -18.2850  1.025
C -3.0383 2.1823 -18.2749  -0.254
C -4.0627 3.3001 -18.4343  -0.270
C -3.5083 4.7092 -18.2117  -0.251
C -2.6710 5.1868 -19.3918  -0.075
C -2.7268 -0.4645 -17.1471  -0.264
C -2.7786 -1.9737 -17.2513  -0.256
C -1.5521 -2.5754 -16.5746  -0.267
C -1.6657 -4.0597 -16.2368  -0.099
C -5.4967 0.5476 -17.7998  -0.247
C -6.0192 -0.8129 -17.3079  -0.245
C -7.5473 -0.7901 -17.2950  -0.256
C -8.1138 -2.0226 -16.5777  -0.093
H -6.2604 -2.1851 -22.2455  0.063
H -5.1888 -3.5678 -21.9985  0.085
H -5.1334 -2.7012 -23.4796  0.072
H -4.2358 -0.6543 -22.5006  0.076
H -3.2099 -2.0235 -22.1004  0.122
H -4.2437 -2.1278 -19.8129  0.105
H -5.4898 -1.0024 -20.3712  0.098
H -4.0008 0.8353 -20.5084  0.083
H -2.5469 -0.1181 -20.2382  0.112
H -2.2803 2.2362 -19.0645  0.092
H -2.4598 2.3091 -17.3536  0.110
H -4.8815 3.1941 -17.7110  0.090
H -4.6307 3.1885 -19.3691  0.108
H -2.9719 4.6990 -17.2555  0.123
H -4.3621 5.3509 -17.9788  0.061
H -1.8822 4.4826 -19.6418  0.056
H -2.2642 6.1862 -19.2451  0.084
H -3.3699 5.2856 -20.2305  0.070
H -2.9298 -0.1050 -16.1369  0.116
H -1.7173 -0.1429 -17.4366  0.107
H -2.7683 -2.3551 -18.2748  0.108
H -3.6769 -2.3681 -16.7764  0.104
H -1.3908 -2.0692 -15.6133  0.113
H -0.6341 -2.3707 -17.1331  0.116
H -2.6874 -4.3032 -15.9208  0.075
H -1.0124 -4.3499 -15.4176  0.077
H -1.4943 -4.7471 -17.0689  0.077
H -6.0464 0.7796 -18.7219  0.082
H -5.5810 1.3406 -17.0596  0.092
H -5.6375 -1.0168 -16.3033  0.117
H -5.6610 -1.6253 -17.9433  0.100
H -7.9382 -0.7922 -18.3160  0.105
H -7.8883 0.1302 -16.8110  0.104
H -7.7217 -2.9370 -17.0286  0.079
H -9.1993 -2.0401 -16.6492  0.073
H -7.8052 -2.0446 -15.5310  0.077
C -13.8092 0.9178 -17.8242  -0.090
C -12.3594 1.1269 -18.2221  -0.275
C -12.1471 1.9935 -19.4640  -0.238
C -10.6593 2.2197 -19.7629  -0.268
P -10.0835 3.8897 -19.5046  1.039
C -10.4087 4.2381 -17.7597  -0.241
C -9.5713 3.3722 -16.8169  -0.239
C -8.1495 3.8373 -16.5092  -0.256
C -8.0073 5.2617 -15.9777  -0.088
C -8.3731 4.2433 -19.9657  -0.249
C -7.8670 5.6330 -19.6147  -0.227
C -6.3425 5.6717 -19.5254  -0.249
C -5.7787 6.8976 -18.8097  -0.087
C -11.0776 5.0687 -20.4719  -0.245
C -11.4984 4.5584 -21.8324  -0.247
C -10.4703 4.5629 -22.9479  -0.255
C -9.8504 5.8981 -23.3098  -0.083
H -14.1934 1.8014 -17.3073  0.079
H -14.0092 -0.0336 -17.3500  0.076
H -14.4279 0.9757 -18.7325  0.079
H -11.8562 0.1731 -18.4365  0.115
H -11.7213 1.4732 -17.3958  0.092
H -12.7330 2.9167 -19.4427  0.108
H -12.5491 1.4026 -20.2902  0.122
H -10.3808 1.8990 -20.7732  0.097
H -9.9786 1.5684 -19.2009  0.085
H -11.4765 4.0780 -17.6105  0.102
H -10.1720 5.2742 -17.5163  0.090
H -9.5880 2.3162 -17.1063  0.088
H -10.1018 3.3127 -15.8568  0.126
H -7.4902 3.6069 -17.3560  0.078
H -7.7445 3.1936 -15.7194  0.111
H -8.4667 6.0152 -16.6181  0.052
H -6.9479 5.5077 -15.8976  0.072
H -8.4536 5.3490 -14.9878  0.088
H -8.3064 4.0317 -21.0367  0.082
H -7.7695 3.4807 -19.4610  0.079
H -8.2705 6.0558 -18.6883  0.092
H -8.1874 6.3276 -20.3963  0.107
H -5.9827 5.7139 -20.5641  0.101
H -5.9175 4.7516 -19.1116  0.067
H -5.9364 6.7919 -17.7342  0.071
H -6.3197 7.7892 -19.1327  0.090
H -4.7226 7.0370 -19.0247  0.064
H -10.5708 6.0332 -20.5095  0.092
H -11.9704 5.2341 -19.8587  0.100
H -12.4059 5.0802 -22.1713  0.125
H -11.9401 3.5542 -21.7877  0.104
H -10.8414 4.0308 -23.8303  0.122
H -9.7167 3.7980 -22.6938  0.068
H -8.9230 5.7210 -23.8626  0.041
H -9.6259 6.5896 -22.4974  0.066
H -10.4769 6.4317 -24.0304  0.084
C -5.1680 6.7514 -23.9441  -0.093
C -6.2728 5.7303 -23.7236  -0.260
C -5.8488 4.2734 -23.9055  -0.234
C -5.1558 3.9851 -25.2456  -0.258
P -4.7922 2.2420 -25.4577  1.009
C -6.2602 1.2069 -25.3561  -0.261
C -6.0221 -0.2863 -25.6304  -0.233
C -7.3321 -1.0600 -25.6760  -0.245
C -8.2175 -0.9131 -24.4577  -0.094
C -4.0332 1.9151 -27.0604  -0.267
C -2.9664 2.9124 -27.4908  -0.257
C -2.4636 2.5753 -28.8952  -0.260
C -1.1761 3.3204 -29.2579  -0.101
C -3.7584 1.7228 -24.0706  -0.261
C -2.5633 2.6083 -23.7501  -0.251
C -1.9165 2.3454 -22.4018  -0.277
C -0.6890 3.1962 -22.1633  -0.098
H -4.7770 6.8074 -24.9593  0.073
H -4.3145 6.4938 -23.2999  0.076
H -5.4835 7.7484 -23.6420  0.079
H -7.0591 5.9394 -24.4555  0.099
H -6.6552 5.7782 -22.7037  0.088
H -6.7347 3.6353 -23.8124  0.097
H -5.2041 3.9636 -23.0726  0.109
H -4.2500 4.5717 -25.3891  0.088
H -5.8805 4.1717 -26.0521  0.122
H -6.9079 1.5775 -26.1624  0.120
H -6.7607 1.3578 -24.3957  0.064
H -5.2438 -0.7054 -24.9910  0.098
H -5.6215 -0.3643 -26.6493  0.105
H -7.0209 -2.1080 -25.7460  0.113
H -7.8928 -0.8432 -26.5855  0.116
H -7.7062 -1.1949 -23.5325  0.058
H -9.1712 -1.4309 -24.5422  0.082
H -8.5065 0.1242 -24.2319  0.062
H -4.8534 1.8779 -27.7868  0.115
H -3.6127 0.9075 -27.0675  0.108
H -2.1195 2.9060 -26.7928  0.101
H -3.3233 3.9438 -27.4565  0.112
H -3.2204 2.9930 -29.5751  0.115
H -2.4115 1.5143 -29.1344  0.113
H -1.3567 4.3732 -29.4759  0.078
H -0.6718 2.9322 -30.1421  0.077
H -0.4668 3.2391 -28.4282  0.072
H -3.3196 0.7516 -24.3256  0.107
H -4.4554 1.6064 -23.2350  0.069
H -2.8365 3.6739 -23.7655  0.105
H -1.8106 2.5753 -24.5462  0.113
H -1.7175 1.2790 -22.2472  0.109
H -2.6735 2.5627 -21.6286  0.090
H -0.3829 3.1434 -21.1133  0.065
H -0.8526 4.2616 -22.3205  0.082
H 0.1378 2.7952 -22.7482  0.085
O -6.2843 1.0097 -21.9963  -0.002
C -7.5729 1.4465 -21.6176  -0.760
O -7.8548 1.0507 -20.4341  -0.058
O -8.2693 2.0969 -22.3988  -0.007
H -6.3879 0.6418 -21.0708  0.052


Look up the Kohn-Sham gap of the second one.
10.011 eV